1.
{
  "formula": "C34H24N4O8PSY",
  "method": "the ωB97M-V functional and the def2-TZVPD basis",
  "homo_lumo_gap_ha": 0.227,
  "total_charge": -2,
  "homo_ev": -2.043,
  "symbols": ["Y", "N", "C", "S", "N", "N", "C", "C", "C", "C", "C", "C", "C", "O", "H", "H", "H", "H", "H", "H", "H", "O", "C", "C", "C", "N", "C", "C", "C", "O", "O", "C", "O", "O", "H", "H", "H", "O", "C", "O", "C", "C", "C", "C", "C", "C", "P", "C", "C", "C", "C", "C", "C", "C", "C", "C", "C", "C", "C", "H", "H", "H", "H", "H", "H", "H", "H", "H", "H", "H", "H", "H", "H"],
  "coordinates": [[-0.63464, -0.56578, -0.34021], [0.62900, 1.68023, -4.09553], [-0.00338, 0.67873, -3.36041], [-1.47056, 1.12655, -2.53585], [0.56612, -0.48792, -3.39806], [-0.04421, -1.38059, -2.53597], [0.08079, -2.62512, -2.79901], [-0.57658, -3.68837, -2.05707], [-0.19988, -5.00170, -2.33824], [-0.81665, -6.08688, -1.74003], [-1.85804, -5.84808, -0.84531], [-2.26314, -4.56387, -0.54986], [-1.62979, -3.43474, -1.12120], [-2.00771, -2.23762, -0.81278], [0.49718, 2.58009, -3.65240], [1.61315, 1.46184, -4.18840], [0.67052, -2.91591, -3.67025], [0.61619, -5.15996, -3.03597], [-0.49450, -7.09803, -1.95840], [-2.35845, -6.68379, -0.36477], [-3.06711, -4.37459, 0.15117], [-2.18097, 5.43956, 1.73998], [-1.75989, 4.18236, 1.39365], [-0.68092, 3.99381, 0.54267], [-0.30890, 2.69392, 0.24604], [-0.97329, 1.65737, 0.73128], [-1.99964, 1.83024, 1.55412], [-2.43508, 3.09069, 1.92612], [-2.62117, 0.52294, 2.06574], [-3.48899, 0.59856, 2.93368], [-2.12673, -0.51733, 1.52844], [0.90816, 2.35143, -0.62749], [1.48132, 3.29678, -1.17660], [1.18493, 1.11668, -0.66160], [-1.62701, 6.07443, 1.26959], [-0.11154, 4.80864, 0.11163], [-3.26885, 3.19730, 2.60485], [2.48203, -3.21936, -0.76423], [2.03329, -2.58210, 0.17838], [0.83206, -2.17847, 0.33630], [3.00086, -2.24341, 1.32433], [4.15865, -3.02021, 1.39971], [5.08809, -2.84190, 2.40589], [4.87686, -1.85794, 3.36393], [3.74238, -1.07207, 3.28851], [2.79260, -1.24399, 2.27762], [1.30003, -0.15259, 2.29197], [0.60410, -0.70584, 3.89540], [-0.33809, -1.73145, 3.80528], [-0.91403, -2.25868, 4.95119], [-0.56836, -1.75910, 6.19840], [0.35832, -0.73203, 6.29525], [0.94247, -0.20970, 5.15026], [1.99358, 1.48490, 2.69073], [3.21430, 1.93647, 2.19410], [3.59030, 3.26342, 2.34320], [2.75299, 4.16241, 2.98543], [1.52386, 3.73020, 3.46351], [1.14327, 2.40712, 3.30689], [4.29004, -3.76752, 0.62785], [5.97284, -3.46714, 2.44529], [5.59037, -1.70289, 4.16521], [3.58197, -0.30226, 4.03423], [-0.63824, -2.10019, 2.83267], [-1.65469, -3.04290, 4.85899], [-1.03350, -2.15990, 7.09156], [0.62662, -0.32870, 7.26526], [1.65811, 0.59805, 5.23930], [3.86696, 1.25272, 1.66619], [4.53691, 3.59680, 1.93546], [3.04573, 5.20052, 3.08922], [0.84218, 4.42509, 3.94017], [0.16560, 2.09005, 3.65410]],
  "mulliken_charge": [1.06, -0.65, 0.54, -0.52, -1.34, 1.08, -0.62, 0.81, -0.66, -0.72, -0.35, -0.65, 0.75, -1.12, 0.31, 0.30, 0.22, 0.32, 0.35, 0.33, 0.41, -0.61, 1.26, -0.59, -0.20, 1.08, 0.02, -0.76, 0.14, -0.83, -0.49, -0.01, -0.85, -0.63, 0.30, 0.44, 0.55, -0.72, 0.01, -0.32, -0.09, -0.63, -0.60, -0.76, -0.25, 0.52, 2.16, 0.44, -0.56, -0.71, -0.52, -0.78, -0.07, 0.02, -0.55, -0.73, -0.56, -0.76, -0.74, 0.50, 0.37, 0.41, 0.23, 0.33, 0.42, 0.35, 0.38, 0.32, 0.45, 0.37, 0.35, 0.41, 0.59]
}

=====

2.
{
  "formula": "C18H33BrF3O3Si",
  "method": "the ωB97M-V functional and the def2-TZVPD basis",
  "homo_lumo_gap_ha": 0.221,
  "total_charge": -1,
  "homo_ev": -3.749,
  "symbols": ["C", "C", "Si", "C", "Br", "C", "C", "C", "C", "C", "C", "C", "C", "C", "C", "O", "C", "H", "H", "H", "H", "H", "H", "H", "H", "H", "H", "H", "H", "H", "H", "H", "H", "H", "H", "H", "H", "H", "H", "H", "H", "H", "H", "H", "C", "C", "O", "C", "O", "C", "F", "F", "F", "H", "H", "H", "H", "H", "H"],
  "coordinates": [[4.62027, -1.56398, 2.44112], [3.44288, -1.46625, 2.22722], [1.61866, -1.30359, 2.02227], [0.82842, -2.83162, 1.33752], [0.78461, -0.97471, 4.10664], [1.19941, 0.22462, 1.05051], [1.47105, 0.08105, -0.45951], [1.08195, 1.38877, -1.17318], [1.69711, 1.54718, -2.55282], [1.41377, 2.95626, -3.10735], [2.20788, 4.07364, -2.39075], [1.36444, 5.14238, -1.68055], [1.27488, 5.01057, -0.14964], [-0.03588, 4.38272, 0.35733], [-1.10645, 5.40398, 0.76014], [-2.37083, 5.08767, 0.18600], [-3.04080, 4.09294, 0.90907], [5.58798, -1.60265, 2.88109], [1.02909, -3.66865, 1.99824], [-0.24025, -2.64189, 1.31661], [1.16525, -3.02077, 0.32316], [1.73002, 1.10771, 1.40738], [0.13917, 0.45509, 1.17674], [2.53941, -0.04989, -0.62966], [0.89964, -0.74681, -0.87143], [1.47379, 2.19149, -0.54908], [-0.00217, 1.45152, -1.24528], [2.77319, 1.37620, -2.54119], [1.23405, 0.85130, -3.25278], [0.35540, 3.14305, -2.91764], [1.55158, 2.98936, -4.18501], [2.83063, 4.58516, -3.12311], [2.90820, 3.60077, -1.70192], [1.81415, 6.11159, -1.89849], [0.35538, 5.19201, -2.08842], [1.44541, 5.96653, 0.34448], [2.09910, 4.37600, 0.17915], [0.17775, 3.67105, 1.15134], [-0.45562, 3.79381, -0.45649], [-1.22916, 5.36506, 1.84586], [-0.85107, 6.41072, 0.44654], [-2.45527, 3.17435, 1.01143], [-3.96411, 3.83491, 0.40029], [-3.30003, 4.42954, 1.91905], [-1.70449, -7.62219, 1.24847], [-2.91198, -7.62190, 0.31550], [-3.67301, -6.44281, 0.30531], [-3.19686, -5.32110, -0.53029], [-2.83896, -5.64096, -1.72923], [-2.08169, -4.51281, 0.20658], [-2.26685, -4.42463, 1.55733], [-2.07939, -3.22749, -0.23302], [-0.82347, -4.96238, 0.03283], [-1.95194, -7.15050, 2.20039], [-1.37779, -8.65016, 1.43568], [-0.85952, -7.09161, 0.81637], [-3.60337, -8.39416, 0.67340], [-2.62288, -7.90695, -0.70186], [-4.07064, -4.62856, -0.42234]],
  "mulliken_charge": [0.43, -1.01, 0.61, -1.04, -0.38, -0.52, -1.07, 0.41, -1.15, -0.80, -0.79, -0.92, -1.14, -0.28, -0.65, -0.42, -0.64, 0.43, 0.42, 0.14, 0.40, 0.36, 0.27, 0.40, 0.38, -0.36, 0.34, 0.37, 0.40, 0.41, 0.40, 0.42, 0.47, 0.35, 0.58, 0.57, 0.48, 0.37, 0.21, 0.37, 0.38, 0.22, 0.25, 0.30, -0.98, -0.32, -0.36, 0.03, -0.87, 0.81, -0.33, -0.27, -0.26, 0.22, 0.41, 0.19, 0.30, 0.29, 0.19]
}

=====

3.
{
  "formula": "C2ClO4",
  "method": "the ωB97M-V functional and the def2-TZVPD basis",
  "homo_lumo_gap_ha": 0.272,
  "total_charge": -1,
  "homo_ev": -3.469,
  "symbols": ["C", "C", "O", "O", "O", "O", "Cl"],
  "coordinates": [[-0.15137, 1.38330, -0.68328], [0.26099, -0.62894, 0.28747], [-1.01284, 1.85957, -0.10869], [0.66037, 1.19787, -1.52379], [-0.52984, -0.61818, 1.39228], [-0.88874, -1.42500, 0.33232], [1.66144, -1.76862, 0.30370]],
  "mulliken_charge": [0.73, -0.08, -0.38, -0.43, -0.23, -0.30, -0.31]
}

=====

4.
{
  "formula": "C3H12N2O3",
  "method": "the ωB97M-V functional and the def2-TZVPD basis",
  "homo_lumo_gap_ha": 0.379,
  "total_charge": 0,
  "homo_ev": -9.753,
  "symbols": ["C", "C", "O", "N", "C", "N", "H", "H", "H", "H", "H", "H", "H", "H", "O", "H", "H", "O", "H", "H"],
  "coordinates": [[-1.66774, 1.37746, 1.07409], [-0.98129, 0.11788, 0.59176], [-0.05821, -0.37236, 1.20940], [-1.37807, -0.31649, -0.64389], [-0.85365, -1.53687, -1.22629], [-0.48404, -1.42824, -2.61676], [-2.75846, 1.26050, 1.13616], [-1.37477, 1.56539, 2.10786], [-1.45285, 2.23817, 0.45080], [-2.24443, 0.08835, -0.95543], [-0.01006, -1.79790, -0.59492], [-1.56545, -2.36958, -1.13354], [0.03388, -0.56820, -2.76401], [-1.30337, -1.35278, -3.22307], [2.49248, 2.12111, 0.43587], [1.55898, 1.88417, 0.47399], [2.90487, 1.33252, 0.82206], [3.15639, -0.40567, 1.78385], [2.35438, -0.91930, 1.95882], [3.63139, -0.91815, 1.11324]],
  "mulliken_charge": [-1.32, 0.72, -0.55, -0.23, -0.45, -0.62, 0.46, 0.30, 0.33, 0.22, 0.31, 0.34, 0.27, 0.23, -0.67, 0.29, 0.40, -0.67, 0.31, 0.33]
}

=====

5.
{
  "formula": "C31H34F6N3O",
  "method": "the ωB97M-V functional and the def2-TZVPD basis",
  "homo_lumo_gap_ha": 0.199,
  "total_charge": 1,
  "homo_ev": -9.733,
  "symbols": ["C", "C", "N", "C", "C", "C", "C", "C", "C", "C", "C", "C", "C", "O", "H", "H", "H", "H", "H", "H", "H", "H", "H", "H", "H", "H", "H", "H", "H", "C", "N", "C", "C", "F", "F", "F", "C", "C", "C", "C", "C", "C", "C", "C", "C", "N", "C", "C", "C", "F", "F", "F", "C", "C", "C", "C", "H", "H", "H", "H", "H", "H", "H", "H", "H", "H", "H", "H", "H", "H", "H", "H", "H", "H", "H"],
  "coordinates": [[2.50218, 1.79266, 0.51918], [1.20694, 1.00694, 0.69756], [1.34167, -0.19323, 1.52418], [0.26940, -1.04012, 1.58097], [-0.85556, -0.95149, 0.77364], [0.42150, -2.22315, 2.49955], [0.68367, -3.47973, 1.94624], [0.86670, -4.58796, 2.77335], [0.77214, -4.45556, 4.16135], [0.47093, -3.20748, 4.71707], [0.30930, -2.09120, 3.89395], [2.54176, -0.47386, 2.31932], [3.74513, 0.38216, 1.92751], [3.36377, 1.73224, 1.65300], [3.01851, 1.41661, -0.38517], [2.27273, 2.85883, 0.42111], [0.44430, 1.67449, 1.13544], [0.85278, 0.70219, -0.29515], [-1.14637, -1.85624, 0.24220], [-1.30076, 0.00895, 0.50958], [0.74924, -3.56865, 0.85854], [1.08213, -5.55730, 2.32576], [0.93086, -5.32323, 4.80777], [0.37113, -3.09712, 5.79772], [0.09172, -1.10513, 4.31838], [2.34477, -0.29818, 3.39286], [2.82731, -1.53172, 2.21371], [4.43180, 0.46922, 2.78068], [4.26175, -0.08541, 1.06297], [-1.64020, -6.78666, -2.40592], [-1.73661, -6.73709, -0.97162], [-1.29626, -7.92746, -0.26212], [-2.48789, -8.77601, 0.06198], [-2.18920, -9.92971, 0.71538], [-3.38769, -8.07734, 0.83603], [-3.15302, -9.10020, -1.10054], [-2.21197, -5.63006, -0.34688], [-2.10944, -5.45491, 1.06033], [-2.51228, -4.27435, 1.64550], [-3.05557, -3.21752, 0.86418], [-3.28610, -1.89712, 1.38567], [-4.54149, -1.24580, 1.20182], [-4.67247, 0.15828, 1.42652], [-5.87060, 0.81015, 1.24483], [-7.04151, 0.08547, 0.88023], [-8.22208, 0.70516, 0.61553], [-9.46297, -0.03244, 0.58324], [-8.29270, 2.09414, 0.19828], [-8.06195, 2.16087, -1.28464], [-8.16325, 3.40636, -1.81880], [-6.80159, 1.67965, -1.57648], [-8.93699, 1.33806, -1.95418], [-6.94741, -1.32408, 0.73298], [-5.72948, -1.95845, 0.83840], [-3.31830, -3.47540, -0.51193], [-2.86792, -4.62921, -1.11080], [-1.28479, -5.82732, -2.80379], [-0.91930, -7.56047, -2.68652], [-2.61007, -7.01040, -2.87990], [-0.65914, -8.50064, -0.94437], [-0.77420, -7.67073, 0.66421], [-1.67673, -6.24585, 1.67182], [-2.41683, -4.14356, 2.72519], [-2.61799, -1.50356, 2.15481], [-3.79222, 0.72641, 1.72994], [-5.93652, 1.88609, 1.39389], [-9.47163, -0.79197, 1.37664], [-10.29747, 0.65958, 0.74709], [-9.61543, -0.54730, -0.37975], [-9.29587, 2.47390, 0.41809], [-7.50086, 2.68038, 0.66896], [-7.84315, -1.89580, 0.48185], [-5.68510, -3.03342, 0.66704], [-3.83701, -2.72065, -1.10306], [-3.02050, -4.78346, -2.18035]],
  "mulliken_charge": [-0.73, -0.45, 0.20, 0.18, -1.63, 0.27, 0.05, -0.75, -0.54, -0.83, 0.08, -0.20, -0.79, -0.38, 0.34, 0.32, 0.33, 0.37, 0.39, 0.42, 0.42, 0.48, 0.41, 0.43, 0.56, 0.27, 0.27, 0.34, 0.35, -1.27, 0.18, -0.92, 1.07, -0.27, -0.25, -0.28, 1.31, -0.44, -0.91, 0.16, -0.57, 0.17, -0.64, -0.87, 1.27, 0.06, -1.21, -1.03, 1.07, -0.26, -0.25, -0.26, -0.66, -0.78, -0.65, -0.70, 0.50, 0.31, 0.35, 0.38, 0.17, 0.37, 0.43, 0.72, 0.44, 0.26, 0.45, 0.30, 0.38, 0.38, 0.25, 0.46, 0.43, 0.61, 0.57]
}

=====

6.
{
  "formula": "C13H10BrMnN2O4S",
  "method": "the ωB97M-V functional and the def2-TZVPD basis",
  "homo_lumo_gap_ha": [0.273, 0.282],
  "total_charge": -1,
  "s2": 8.759,
  "spin_multiplicity": 6,
  "homo_ev": [-4.737, -4.965],
  "symbols": ["Mn", "O", "N", "N", "O", "C", "C", "C", "C", "C", "C", "H", "H", "H", "H", "H", "O", "C", "O", "C", "C", "C", "C", "S", "C", "C", "H", "H", "H", "H", "H", "Br"],
  "coordinates": [[0.94687, -1.53217, -1.29097], [0.02154, -3.32103, -1.19286], [-0.49721, -3.74281, -0.10731], [-0.33811, -2.93760, 0.85424], [0.28350, -1.80301, 0.76459], [-0.90778, -3.29645, 2.13539], [-0.94702, -2.31368, 3.10328], [-1.48967, -2.60852, 4.34894], [-1.98061, -3.87530, 4.62080], [-1.92534, -4.85461, 3.63627], [-1.38822, -4.57262, 2.39029], [-0.55333, -1.33683, 2.86668], [-1.52388, -1.83648, 5.10820], [-2.39886, -4.10265, 5.59308], [-2.29999, -5.85061, 3.83824], [-1.33907, -5.32594, 1.61782], [1.02628, 6.70396, -2.81768], [1.88105, 5.66307, -2.59992], [3.04233, 5.90940, -2.41927], [1.26946, 4.31222, -2.48102], [-0.10511, 4.09221, -2.40010], [-0.61939, 2.81257, -2.30122], [0.22399, 1.68986, -2.28667], [-0.48189, 0.08716, -2.21265], [1.60724, 1.92118, -2.35304], [2.11282, 3.20558, -2.44061], [0.14092, 6.35294, -2.97324], [-0.81052, 4.91818, -2.37951], [-1.68864, 2.65485, -2.22722], [2.28005, 1.07411, -2.32461], [3.18174, 3.37607, -2.48792], [3.27685, -1.46305, -1.58202]],
  "mulliken_charge": [0.50, -0.65, -0.12, 0.96, -0.82, 0.15, -0.38, -0.40, -0.46, -0.42, -0.31, 0.41, 0.34, 0.36, 0.35, 0.44, -0.48, 0.61, -0.58, 0.86, -0.59, -1.00, 0.46, -0.41, 0.02, -0.73, 0.29, 0.16, 0.37, 0.21, 0.40, -0.55]
}